[1]
Formula: C22H35CoN7O3
Source: the Open Molecules 2025 dataset
Level of theory: ωB97M-V with the def2-TZVPD basis set

Structure (ORCA input):
```
! RIJCOSX wB97M-V def2-TZVPD def2/J DEFGRID3
* xyz 2 4
Co -0.9428 0.0657 0.2600
C -1.8770 5.4456 -0.4327
N -1.1906 4.3249 0.2156
C -0.3729 4.6835 1.3809
C -1.3741 3.0576 -0.1111
O -0.8714 2.1168 0.5418
C -2.2549 2.7479 -1.3148
O -2.1872 1.3741 -1.6499
C -1.5724 1.0636 -2.8861
C -0.2178 0.4153 -2.6475
O 0.2088 0.2971 -1.4827
N 0.4704 0.0329 -3.7109
C 1.7958 -0.5850 -3.5614
C -0.0231 0.2438 -5.0789
H -1.1541 6.2283 -0.6525
H -2.6368 5.8549 0.2350
H -2.3553 5.1522 -1.3624
H 0.2512 5.5348 1.1190
H 0.2569 3.8506 1.6652
H -1.0115 4.9616 2.2206
H -1.9703 3.3667 -2.1639
H -3.2882 2.9863 -1.0611
H -1.4406 1.9567 -3.4991
H -2.2248 0.3850 -3.4354
H 2.0761 -0.6048 -2.5153
H 2.5301 -0.0099 -4.1232
H 1.7738 -1.6033 -3.9489
H -0.9987 -0.2151 -5.2325
H 0.6734 -0.2240 -5.7647
H -0.0813 1.3034 -5.3295
N -1.0999 0.1107 2.4322
C -1.7692 -0.9928 3.1682
C -3.1859 -1.2338 2.6706
C -3.2930 -1.7403 1.2393
N -2.9524 -0.6822 0.2499
H -0.1606 0.2445 2.7992
H -1.5744 0.9876 2.6267
H -1.7963 -0.7744 4.2343
H -1.1767 -1.8984 3.0366
H -3.7830 -0.3202 2.7872
H -3.6423 -1.9792 3.3223
H -4.3044 -2.1043 1.0624
H -2.6085 -2.5752 1.0860
H -3.5821 0.1043 0.3799
H -3.1576 -1.0216 -0.6848
C 0.2069 -3.9150 -1.0365
C -0.3937 -2.6914 -0.8624
N -0.1119 -1.8936 0.1828
C 0.8064 -2.3036 1.0547
C 1.5180 -3.4902 0.9265
C 1.1798 -4.3202 -0.1296
C 2.5860 -3.8518 1.8830
C 3.5859 -3.0895 2.3253
C 3.9418 -1.6972 1.9629
C 4.9461 -1.0499 2.6708
C 5.2445 0.2556 2.3136
N 4.6088 0.8846 1.3283
C 3.6771 0.1732 0.7006
N 3.3044 -1.0760 0.9628
H -0.0674 -4.5369 -1.8777
H -1.1316 -2.3315 -1.5711
H 1.0302 -1.6432 1.8848
H 1.6864 -5.2688 -0.2581
H 2.5493 -4.8765 2.2427
H 4.2708 -3.5442 3.0340
H 5.4789 -1.5501 3.4700
H 6.0142 0.8178 2.8301
H 3.1645 0.6662 -0.1211
*
```

- F_max (Eh/bohr) = 0.005
- HOMO (spin up / spin down) (Ha) = -0.5047 / -0.5048
- gap between HOMO and LUMO (spin up / spin down) (hartree) = 0.3263 / 0.3228

Mulliken atomic charge list, values in e, 6 entries:
1. Co 1.81
2. C -0.96
3. N 0.11
4. C -1.00
5. C 0.92
6. O -0.75

***

[2]
Formula: C20H29I2N2O5P
Source: the Open Molecules 2025 dataset
Level of theory: ωB97M-V with the def2-TZVPD basis set

Structure (ORCA input):
```
! RIJCOSX wB97M-V def2-TZVPD def2/J DEFGRID3
* xyz 0 1
O 4.7969 0.2227 2.2549
P 3.7951 -0.8561 2.0746
C 2.0581 -0.2399 1.9920
C 1.8103 1.1267 1.6958
N 0.6238 1.6908 1.6031
C -0.3576 0.7771 1.8736
C -1.7068 1.2306 1.8288
C -2.7631 0.4272 2.0793
C -2.5365 -0.9574 2.3799
I -4.1958 -2.2156 2.7393
C -1.2673 -1.4460 2.4054
I -0.8383 -3.4991 2.7863
C -0.1425 -0.5805 2.1694
N 1.1036 -1.1142 2.2118
H 3.7815 -1.7652 3.1689
H 4.0130 -1.6719 0.9399
H 2.6824 1.7646 1.5170
H -1.9228 2.2698 1.5735
H -3.7738 0.8296 2.0403
C 1.2235 2.4942 -1.4279
C 0.5678 3.1102 -2.6392
O -0.5010 3.6747 -2.5579
C 1.2983 2.9945 -3.9521
H 0.5933 2.6514 -0.5577
H 1.3522 1.4204 -1.5802
H 2.1923 2.9654 -1.2502
H 1.4311 1.9429 -4.2143
H 2.2685 3.4882 -3.8810
H 0.7162 3.4797 -4.7333
C -5.6465 -5.5441 5.4688
C -6.3223 -5.2979 4.1435
O -5.7036 -4.8826 3.1892
C -7.7992 -5.5903 4.0566
H -4.5904 -5.2923 5.3875
H -6.0991 -4.9184 6.2398
H -5.7377 -6.5961 5.7440
H -8.3449 -4.9665 4.7664
H -7.9838 -6.6442 4.2705
H -8.1522 -5.3691 3.0510
C 0.8843 7.2158 -3.3552
C 1.9029 7.1324 -4.4649
O 2.5695 6.1374 -4.6364
C 2.0553 8.3428 -5.3533
H 0.8778 6.2810 -2.7977
H 1.1405 8.0299 -2.6748
H -0.1100 7.3807 -3.7730
H 2.3619 9.2051 -4.7590
H 1.1115 8.5564 -5.8574
H 2.8178 8.1453 -6.1046
C 3.2114 -5.1451 -0.3770
C 3.5431 -3.9858 -1.2824
O 3.7312 -2.8740 -0.8405
C 3.6304 -4.2679 -2.7604
H 3.1805 -4.8007 0.6553
H 2.2350 -5.5552 -0.6397
H 3.9755 -5.9189 -0.4673
H 2.6721 -4.6404 -3.1258
H 4.4126 -5.0036 -2.9536
H 3.8746 -3.3486 -3.2896
*
```

- F_max (Eh/bohr) = 0.041
- HOMO (Ha) = -0.3236
- gap between HOMO and LUMO (hartree) = 0.2964

Mulliken atomic charge list, values in e, 6 entries:
1. O -0.68
2. P 0.45
3. C 0.24
4. C -0.37
5. N -0.59
6. C 0.22

***

[3]
Formula: C17H16F17N2O4P
Source: the Open Molecules 2025 dataset
Level of theory: ωB97M-V with the def2-TZVPD basis set

Structure (ORCA input):
```
! RIJCOSX wB97M-V def2-TZVPD def2/J DEFGRID3
* xyz 0 1
N 2.6517 -0.9380 0.7825
C 2.4315 -0.3652 -0.1873
C 1.9359 0.4971 -1.2586
C 0.6830 -0.0789 -1.9986
C 1.0325 -0.2105 -3.4227
N 1.2109 -0.3344 -4.5498
C 0.2494 -1.4728 -1.5006
C -0.9910 -1.9332 -2.2940
C -1.7702 -3.0209 -1.5703
F -1.0931 -4.1810 -1.7986
F -1.8071 -2.8366 -0.2367
C -3.2047 -3.2302 -2.1800
F -3.1801 -2.8352 -3.4677
F -3.4452 -4.5600 -2.2154
C -4.4188 -2.6410 -1.4114
F -5.5464 -3.0297 -2.0389
F -4.4419 -3.2486 -0.2099
C -4.4781 -1.1054 -1.1477
F -3.2473 -0.6128 -0.8936
F -5.1635 -0.9278 -0.0002
C -5.1127 -0.2391 -2.2883
F -4.3595 0.8657 -2.4646
F -5.0473 -0.9002 -3.4560
C -6.6017 0.1982 -2.0671
F -7.3172 -0.7485 -1.4509
F -7.1351 0.3058 -3.3084
C -6.8504 1.6036 -1.4387
F -8.1950 1.6969 -1.3126
F -6.4822 2.5761 -2.2750
C -6.2908 1.8808 -0.0195
F -6.8491 1.0730 0.8708
F -6.6604 3.1310 0.3009
F -4.9652 1.8348 0.0340
H 2.7502 0.6113 -1.9745
H 1.7357 1.4944 -0.8742
H -0.1553 0.6161 -1.9489
H 1.0620 -2.1473 -1.7731
H 0.0979 -1.4779 -0.4260
H -0.6509 -2.3071 -3.2560
H -1.6072 -1.0605 -2.5097
C 8.8865 1.4149 3.7877
O 7.5682 1.2467 4.3232
P 6.3746 1.3156 3.2273
O 6.8357 0.5877 2.0306
O 6.3455 2.9286 3.0506
C 6.6180 3.8121 4.1390
O 4.7526 1.2044 3.2288
C 4.1524 -0.0201 3.7087
H 9.5285 1.6501 4.6348
H 9.2256 0.4911 3.3259
H 8.9155 2.2297 3.0656
H 7.6185 4.2314 4.0245
H 6.5592 3.3144 5.1049
H 5.8890 4.6199 4.1109
H 4.4016 -0.1889 4.7565
H 4.4784 -0.8668 3.1053
H 3.0766 0.0873 3.6130
*
```

- F_max (Eh/bohr) = 0.089
- SMILES string = N#CC[C@@H](C#N)CCC(F)(F)C(F)(F)C(F)(F)C(F)(F)C(F)(F)C(F)(F)C(F)(F)C(F)(F)F.COP(=O)(OC)OC
- HOMO (Ha) = -0.3733
- gap between HOMO and LUMO (hartree) = 0.3815

Mulliken atomic charge list, values in e, 6 entries:
1. N -0.44
2. C 0.36
3. C -0.88
4. C 0.62
5. C 0.08
6. N -0.49

***

[4]
Formula: C29H38HfN4O2P2
Source: the Open Molecules 2025 dataset
Level of theory: ωB97M-V with the def2-TZVPD basis set

Structure (ORCA input):
```
! RIJCOSX wB97M-V def2-TZVPD def2/J DEFGRID3
* xyz 2 1
Hf 0.1996 -0.6489 3.6748
C -1.4541 1.6710 3.3910
C -1.4059 0.5757 2.5245
C -0.5349 0.6080 1.2807
C 0.9321 0.1149 1.3624
C 1.8823 0.6341 2.4489
C 1.7518 1.8901 3.0392
C 0.7821 2.9122 2.6031
C -0.6757 2.9137 3.2136
C 0.3095 -2.7460 3.7237
H -2.1696 1.6769 4.2152
H -2.2211 -0.1647 2.4762
H -0.5588 1.5916 0.8052
H -1.0302 -0.0789 0.5582
H 0.9090 -1.0026 1.3451
H 1.3675 0.3886 0.3797
H 2.8148 0.0334 2.4693
H 2.4797 2.1908 3.8034
H 0.7053 2.9791 1.5083
H 1.1534 3.8940 2.9170
H -0.6126 3.3784 4.2102
H -1.1898 3.6501 2.5788
H 0.1198 -3.0383 4.7820
H 1.3158 -3.1391 3.4618
H -0.4335 -3.3207 3.1354
P 1.5806 -0.9342 -1.4935
P -2.1010 -0.5010 -1.3307
N 2.9201 0.1496 -1.8673
N 2.1855 -2.2464 -2.5427
N -2.3095 1.2051 -1.6582
N -3.5914 -0.9599 -2.1902
C 0.4230 -0.1892 -2.7273
C -0.9637 -0.8674 -2.7662
C 4.0036 0.2863 -0.9864
C 5.0175 0.9757 -1.6437
C 4.5564 1.2603 -2.9735
C 3.2789 0.7213 -3.0926
C 2.3390 -3.5556 -2.0714
C 2.8064 -4.3568 -3.1059
C 2.9286 -3.5232 -4.2697
C 2.5497 -2.2368 -3.8957
C -2.7404 2.1366 -0.7007
C -2.6117 3.4102 -1.2353
C -2.0830 3.2710 -2.5528
C -1.9272 1.9204 -2.8010
C -4.2331 -0.3989 -3.3132
C -5.2827 -1.2396 -3.6798
C -5.2639 -2.3704 -2.7882
C -4.2145 -2.1878 -1.8985
H 0.8675 -0.2806 -3.7336
H 0.2996 0.8821 -2.5046
H -1.4877 -0.5821 -3.7023
H -0.8385 -1.9672 -2.7556
H 3.9261 -0.1196 0.0123
H 5.9781 1.2336 -1.2230
H 5.0895 1.7922 -3.7529
H 2.6008 0.6933 -3.9388
H 2.1047 -3.7846 -1.0422
H 3.0356 -5.4140 -3.0493
H 3.2419 -3.8276 -5.2609
H 2.5124 -1.3284 -4.4799
H -3.1806 1.7957 0.2104
H -2.8749 4.3374 -0.7430
H -1.8407 4.0737 -3.2458
H -1.6346 1.4225 -3.7001
H -3.8977 0.5419 -3.7393
H -5.9842 -1.0600 -4.4889
H -5.9475 -3.2129 -2.8064
H -3.8373 -2.7951 -1.0846
C -0.5929 0.0296 7.0819
O -0.1536 -0.3721 5.7732
C 1.1609 0.1355 5.4457
O 1.8358 0.7191 6.2579
H 0.0435 -0.4531 7.8139
H -1.6226 -0.3057 7.1873
H -0.5074 1.1136 7.1454
*
```

- F_max (Eh/bohr) = 0.087
- HOMO (Ha) = -0.4510
- gap between HOMO and LUMO (hartree) = 0.1384

Mulliken atomic charge list, values in e, 6 entries:
1. Hf 1.65
2. C -0.62
3. C -1.02
4. C 1.13
5. C -0.52
6. C -0.71

***

[5]
Formula: C4H5FO
Source: the Open Molecules 2025 dataset
Level of theory: ωB97M-V with the def2-TZVPD basis set

Structure (ORCA input):
```
! RIJCOSX wB97M-V def2-TZVPD def2/J DEFGRID3
* xyz 0 1
C 1.1476 -1.7506 1.0468
C 0.5515 -0.9811 0.3535
C -0.1128 -0.0728 -0.6156
O -1.3666 -0.5154 -0.9329
C -0.0798 1.4402 0.0045
F -0.0701 2.2948 -1.0459
H 1.5118 -2.5645 1.5708
H 0.4383 0.0039 -1.5552
H -1.8535 -0.8797 -0.1774
H 0.8491 1.5222 0.6563
H -1.0156 1.5030 0.6950
*
```

- F_max (Eh/bohr) = 0.065
- SMILES string = C#C[C@@H](O)CF
- HOMO (Ha) = -0.3742
- gap between HOMO and LUMO (hartree) = 0.4048

Mulliken atomic charge list, values in e, 6 entries:
1. C 0.14
2. C -0.80
3. C 0.16
4. O -0.53
5. C -0.33
6. F -0.27

***

[6]
Formula: C2I2N2O2
Source: the Open Molecules 2025 dataset
Level of theory: ωB97M-V with the def2-TZVPD basis set

Structure (ORCA input):
```
! RIJCOSX wB97M-V def2-TZVPD def2/J DEFGRID3
* xyz 0 1
O -1.0477 1.1806 1.5812
N -1.0563 0.0129 1.3495
C -0.5674 -1.0420 1.1381
I -0.9159 -2.9993 0.8949
O 1.9366 0.8141 -0.7747
N 1.1020 0.1981 -1.3267
C 0.0837 -0.3189 -1.5485
I -1.2050 -1.1075 -2.9561
*
```

- F_max (Eh/bohr) = 0.053
- SMILES string = [O-][N+]#CI.[O-][N+]#CI
- HOMO (Ha) = -0.3417
- gap between HOMO and LUMO (hartree) = 0.3089

Mulliken atomic charge list, values in e, 6 entries:
1. O -0.58
2. N 0.53
3. C -0.20
4. I 0.26
5. O -0.59
6. N 0.50

***

Copy entry 1 word for word.
Formula: C22H35CoN7O3
Source: the Open Molecules 2025 dataset
Level of theory: ωB97M-V with the def2-TZVPD basis set

Structure (ORCA input):
```
! RIJCOSX wB97M-V def2-TZVPD def2/J DEFGRID3
* xyz 2 4
Co -0.9428 0.0657 0.2600
C -1.8770 5.4456 -0.4327
N -1.1906 4.3249 0.2156
C -0.3729 4.6835 1.3809
C -1.3741 3.0576 -0.1111
O -0.8714 2.1168 0.5418
C -2.2549 2.7479 -1.3148
O -2.1872 1.3741 -1.6499
C -1.5724 1.0636 -2.8861
C -0.2178 0.4153 -2.6475
O 0.2088 0.2971 -1.4827
N 0.4704 0.0329 -3.7109
C 1.7958 -0.5850 -3.5614
C -0.0231 0.2438 -5.0789
H -1.1541 6.2283 -0.6525
H -2.6368 5.8549 0.2350
H -2.3553 5.1522 -1.3624
H 0.2512 5.5348 1.1190
H 0.2569 3.8506 1.6652
H -1.0115 4.9616 2.2206
H -1.9703 3.3667 -2.1639
H -3.2882 2.9863 -1.0611
H -1.4406 1.9567 -3.4991
H -2.2248 0.3850 -3.4354
H 2.0761 -0.6048 -2.5153
H 2.5301 -0.0099 -4.1232
H 1.7738 -1.6033 -3.9489
H -0.9987 -0.2151 -5.2325
H 0.6734 -0.2240 -5.7647
H -0.0813 1.3034 -5.3295
N -1.0999 0.1107 2.4322
C -1.7692 -0.9928 3.1682
C -3.1859 -1.2338 2.6706
C -3.2930 -1.7403 1.2393
N -2.9524 -0.6822 0.2499
H -0.1606 0.2445 2.7992
H -1.5744 0.9876 2.6267
H -1.7963 -0.7744 4.2343
H -1.1767 -1.8984 3.0366
H -3.7830 -0.3202 2.7872
H -3.6423 -1.9792 3.3223
H -4.3044 -2.1043 1.0624
H -2.6085 -2.5752 1.0860
H -3.5821 0.1043 0.3799
H -3.1576 -1.0216 -0.6848
C 0.2069 -3.9150 -1.0365
C -0.3937 -2.6914 -0.8624
N -0.1119 -1.8936 0.1828
C 0.8064 -2.3036 1.0547
C 1.5180 -3.4902 0.9265
C 1.1798 -4.3202 -0.1296
C 2.5860 -3.8518 1.8830
C 3.5859 -3.0895 2.3253
C 3.9418 -1.6972 1.9629
C 4.9461 -1.0499 2.6708
C 5.2445 0.2556 2.3136
N 4.6088 0.8846 1.3283
C 3.6771 0.1732 0.7006
N 3.3044 -1.0760 0.9628
H -0.0674 -4.5369 -1.8777
H -1.1316 -2.3315 -1.5711
H 1.0302 -1.6432 1.8848
H 1.6864 -5.2688 -0.2581
H 2.5493 -4.8765 2.2427
H 4.2708 -3.5442 3.0340
H 5.4789 -1.5501 3.4700
H 6.0142 0.8178 2.8301
H 3.1645 0.6662 -0.1211
*
```

- F_max (Eh/bohr) = 0.005
- HOMO (spin up / spin down) (Ha) = -0.5047 / -0.5048
- gap between HOMO and LUMO (spin up / spin down) (hartree) = 0.3263 / 0.3228

Mulliken atomic charge list, values in e, 6 entries:
1. Co 1.81
2. C -0.96
3. N 0.11
4. C -1.00
5. C 0.92
6. O -0.75

***

- Look up the F_max of the sixth one.
  0.053 Eh/bohr